Record 1
The following is a quantum chemistry calculation of C2H3NOS2 as an isolated structure in a non-equilibrium geometry, from OMol25.

## Properties
energy above the lowest of the compared OMol25 structures with the same formula, charge and spin: 523.2 kJ/mol
HOMO energy: -0.3319 hartree

ORCA input file:
```
! RIJCOSX wB97M-V def2-TZVPD def2/J DEFGRID3
* xyz 0 1
C -0.21 -0.59 0.30
C -1.13 0.19 -0.11
H 2.48 -0.67 -1.06
H -0.72 -1.23 1.15
H 0.41 1.78 0.68
N 0.97 -0.94 0.10
O 1.61 0.06 -0.60
S -0.77 1.90 -0.11
S -2.63 -0.49 -0.35
*
```

---

Record 2
The following is a quantum chemistry calculation of C22H34BF4LiO10 as an isolated structure in a non-equilibrium geometry, from OMol25.

## Properties
energy above the lowest of the compared OMol25 structures with the same formula, charge and spin: 0.0 kJ/mol
HOMO energy: -0.2800 hartree

ORCA input file:
```
! RIJCOSX wB97M-V def2-TZVPD def2/J DEFGRID3
* xyz 0 1
Li -2.32 -0.61 3.25
B -0.18 0.32 1.03
F -0.43 1.03 -0.09
F 0.69 1.10 1.96
F -1.32 -0.08 1.72
F 0.57 -0.76 0.62
C -4.43 -0.17 2.12
O -3.83 -1.39 2.36
H -4.59 0.37 3.04
H -5.24 -0.26 1.59
H -3.96 0.51 1.54
H -4.29 -2.13 1.77
C 3.17 2.33 -0.60
O 2.90 2.72 0.75
H 3.78 1.28 -0.63
H 3.24 3.14 -1.16
H 2.29 1.88 -0.97
H 2.47 1.98 1.17
C 0.05 4.67 0.92
O -0.34 3.69 1.78
H -0.70 4.73 0.12
H 1.03 4.59 0.46
H 0.28 5.53 1.40
H -0.01 2.90 1.30
C -1.14 -2.93 3.54
O -1.63 -2.11 4.73
H -0.49 -3.67 4.00
H -0.61 -2.49 2.67
H -2.06 -3.56 3.24
H -1.02 -2.14 5.32
C 1.50 -1.61 -5.57
C 1.89 -1.78 -4.26
C 1.25 -0.98 -3.20
C 0.31 -0.06 -3.49
C -0.15 0.11 -4.83
C 0.49 -0.65 -5.75
O 0.00 -0.48 -7.03
O 1.66 -1.19 -1.89
H 1.94 -2.19 -6.45
H 2.93 -2.22 -4.04
H -0.01 0.32 -2.65
H -0.81 0.93 -5.05
H 0.22 -1.18 -7.54
H 1.07 -0.67 -1.36
C 4.78 -3.25 2.74
C 5.84 -3.00 3.63
C 6.04 -1.76 4.22
C 5.10 -0.74 3.91
C 4.11 -0.91 2.97
C 3.92 -2.17 2.37
O 2.92 -2.44 1.52
O 7.33 -1.52 4.78
H 4.52 -4.18 2.38
H 6.56 -3.81 3.85
H 5.34 0.39 4.49
H 3.49 -0.01 2.92
H 2.36 -1.64 1.42
H 7.65 -2.34 4.92
C -5.59 2.11 -2.74
C -4.40 2.68 -2.32
C -3.28 1.89 -1.99
C -3.52 0.49 -1.95
C -4.72 -0.12 -2.38
C -5.77 0.72 -2.85
O -6.99 0.10 -3.04
O -2.19 2.53 -1.53
H -6.54 2.71 -2.85
H -4.27 3.85 -2.48
H -2.70 -0.12 -1.70
H -4.65 -1.21 -2.20
H -7.83 0.62 -3.09
H -1.70 2.30 -0.83
*
```

---

Record 3
The following is a quantum chemistry calculation of C32H71BrIN5O13SSi2 as an isolated structure in a non-equilibrium geometry, from OMol25.

## Properties
energy above the lowest of the compared OMol25 structures with the same formula, charge and spin: 0.0 kJ/mol
HOMO energy: -0.3120 hartree

ORCA input file:
```
! RIJCOSX wB97M-V def2-TZVPD def2/J DEFGRID3
* xyz 0 1
C 0.40 -1.10 -0.89
S 0.21 -1.37 -2.63
O 1.49 -1.19 -3.26
O -0.50 -2.61 -2.83
Si -0.99 0.36 -3.30
O -2.53 0.06 -2.75
Si -3.83 0.98 -3.09
O -3.45 2.56 -2.96
Br -4.54 0.63 -5.16
C -5.20 0.49 -1.91
C -5.38 1.51 -0.85
O -6.14 2.39 -0.87
I -4.05 1.29 0.83
C -0.19 1.84 -2.54
C 0.91 2.43 -3.15
C 1.54 3.50 -2.54
N 1.14 4.04 -1.38
C 0.08 3.47 -0.80
C -0.60 2.38 -1.32
H 0.99 -0.20 -0.75
H -0.60 -0.89 -0.49
H 0.83 -1.97 -0.43
H -0.90 0.40 -4.77
H -4.09 3.13 -3.39
H -6.14 0.32 -2.42
H -4.90 -0.45 -1.45
H 1.29 2.06 -4.10
H 2.40 3.95 -3.01
H -0.25 3.90 0.14
H -1.44 1.98 -0.78
C 1.55 -3.58 5.36
O 2.70 -2.78 5.51
C 3.86 -3.29 4.86
C 4.25 -2.44 3.67
N 3.28 -2.56 2.59
C 3.46 -1.62 1.49
C 3.32 -0.13 1.76
O 2.01 0.29 2.09
C 1.64 0.15 3.45
H 0.79 -3.18 6.04
H 1.14 -3.55 4.35
H 1.75 -4.62 5.63
H 3.71 -4.33 4.56
H 4.68 -3.26 5.59
H 5.23 -2.77 3.31
H 4.36 -1.40 4.03
H 2.35 -2.44 2.97
H 2.71 -1.87 0.74
H 4.43 -1.80 1.04
H 3.57 0.39 0.83
H 4.03 0.23 2.52
H 2.49 0.31 4.11
H 1.19 -0.83 3.66
H 0.88 0.91 3.66
C -8.14 0.33 3.01
O -8.58 1.54 2.44
C -8.60 1.57 1.02
C -10.01 1.57 0.48
N -10.68 0.30 0.71
C -12.11 0.29 0.42
C -13.02 1.23 1.20
O -13.16 0.89 2.57
C -12.15 1.39 3.43
H -8.01 0.50 4.08
H -8.86 -0.48 2.88
H -7.18 0.02 2.58
H -8.03 0.72 0.62
H -8.10 2.49 0.71
H -9.97 1.76 -0.60
H -10.53 2.42 0.94
H -10.55 0.03 1.68
H -12.47 -0.73 0.58
H -12.24 0.51 -0.65
H -14.02 1.13 0.77
H -12.73 2.28 1.10
H -11.78 2.36 3.09
H -11.32 0.69 3.53
H -12.60 1.51 4.42
C 1.43 -7.36 -1.93
O 1.24 -7.83 -0.61
C 1.70 -9.15 -0.37
C 2.92 -9.16 0.53
N 4.09 -8.62 -0.15
C 5.25 -8.38 0.71
C 5.11 -7.39 1.85
O 4.96 -6.04 1.44
C 3.63 -5.66 1.11
H 0.88 -6.42 -2.02
H 2.49 -7.16 -2.16
H 1.04 -8.07 -2.66
H 1.91 -9.66 -1.32
H 0.89 -9.69 0.13
H 3.13 -10.20 0.82
H 2.66 -8.61 1.44
H 3.83 -7.75 -0.60
H 6.06 -8.03 0.07
H 5.56 -9.35 1.13
H 6.04 -7.42 2.42
H 4.31 -7.66 2.55
H 2.90 -6.17 1.73
H 3.41 -5.85 0.06
H 3.55 -4.58 1.29
C 7.64 7.51 -0.28
O 6.82 8.38 -1.02
C 7.43 8.95 -2.18
C 6.83 8.40 -3.45
N 7.17 7.00 -3.64
C 6.45 6.33 -4.73
C 4.94 6.23 -4.65
O 4.47 5.37 -3.63
C 4.36 5.95 -2.33
H 7.13 7.30 0.65
H 7.82 6.56 -0.80
H 8.61 7.97 -0.05
H 8.52 8.78 -2.16
H 7.26 10.03 -2.14
H 7.21 8.98 -4.30
H 5.74 8.57 -3.40
H 7.00 6.49 -2.78
H 6.85 5.32 -4.80
H 6.71 6.84 -5.67
H 4.59 5.79 -5.58
H 4.45 7.21 -4.56
H 4.08 7.00 -2.38
H 5.28 5.83 -1.76
H 3.57 5.41 -1.80
*
```

---

Record 4
The following is a quantum chemistry calculation of a 11-piece molecular cluster, BH26NO9 overall in a non-equilibrium geometry, from OMol25.

## Properties
energy above the lowest of the compared OMol25 structures with the same formula, charge and spin: 110.8 kJ/mol
HOMO energy: -0.2721 hartree

ORCA input file:
```
! RIJCOSX wB97M-V def2-TZVPD def2/J DEFGRID3
* xyz 0 1
N 0.17 -0.18 -0.37
H 1.01 -0.27 -0.97
H -0.67 -0.24 -1.00
H 0.16 0.85 -0.13
H 0.04 -0.66 0.43
B 1.64 0.76 3.85
H 0.74 1.33 4.63
H 2.32 1.74 3.19
H 2.45 0.00 4.61
H 0.99 -0.09 3.16
O 1.59 1.13 -2.72
H 0.74 1.69 -3.00
H 2.46 1.62 -2.68
O -0.41 -1.50 -3.12
H 0.52 -1.59 -3.35
H -0.86 -1.08 -3.97
O 2.29 -2.77 -0.27
H 3.08 -2.26 -0.57
H 2.28 -3.48 -0.97
O -1.38 2.84 0.09
H -1.92 2.96 -0.65
H -1.29 3.72 0.34
O -1.20 -3.05 -0.04
H -1.68 -3.42 -0.85
H -1.08 -3.88 0.51
O -1.23 2.22 2.60
H -0.33 1.83 2.93
H -1.09 2.46 1.62
O 3.00 1.03 0.09
H 3.57 0.60 0.77
H 3.01 1.97 0.29
O -3.23 -0.13 -2.35
H -3.57 0.71 -1.94
H -3.41 -0.72 -1.61
O -3.17 -1.38 0.13
H -3.09 -0.85 0.94
H -2.45 -1.91 0.43
*
```

---

Record 5
The following is a quantum chemistry calculation of C17H31CdCl3O2P2 as an isolated structure in a non-equilibrium geometry, from OMol25.

## Properties
energy above the lowest of the compared OMol25 structures with the same formula, charge and spin: 0.0 kJ/mol
HOMO energy: -0.2886 hartree

ORCA input file:
```
! RIJCOSX wB97M-V def2-TZVPD def2/J DEFGRID3
* xyz 0 1
P -1.60 0.16 0.72
P -2.42 -1.35 -1.67
C -3.19 0.70 -0.10
C -3.81 -0.43 -0.89
H -2.90 1.52 -0.79
H -3.88 1.07 0.66
H -4.29 -1.18 -0.24
H -4.54 -0.10 -1.64
C -1.43 -0.04 -2.55
H -0.73 -0.61 -3.17
H -0.83 0.58 -1.85
H -2.01 0.62 -3.21
C -3.27 -2.15 -3.03
H -3.87 -1.43 -3.61
H -3.93 -2.93 -2.64
H -2.50 -2.58 -3.68
C -1.04 1.92 0.84
H -0.19 1.99 1.55
H -1.88 2.56 1.20
H -0.69 2.28 -0.13
C -2.25 0.01 2.44
H -2.32 -1.06 2.69
H -3.25 0.45 2.52
H -1.59 0.53 3.14
Cd -0.93 -1.96 -0.07
C 2.40 1.89 -0.13
C 2.13 3.20 -0.05
C 2.30 4.11 1.12
C 2.84 3.48 2.42
C 1.82 2.54 2.99
C 1.75 1.20 2.89
C 2.48 0.34 1.92
C 3.25 1.06 0.80
C -0.13 -3.98 0.67
H 2.01 1.31 -0.98
H 1.66 3.67 -0.93
H 1.32 4.57 1.35
H 2.93 4.95 0.82
H 3.85 3.04 2.28
H 2.93 4.32 3.13
H 1.09 3.06 3.65
H 1.23 0.67 3.69
H 1.78 -0.33 1.41
H 3.19 -0.29 2.50
H 4.07 1.61 1.27
H 3.69 0.26 0.16
H 0.16 -4.69 -0.14
H -0.88 -4.44 1.34
H 0.76 -3.75 1.26
Cl 3.36 -4.46 -2.18
C 1.97 -4.07 -3.16
Cl 2.40 -2.85 -4.39
Cl 1.38 -5.54 -3.96
C 0.80 -3.32 -2.27
O 1.16 -2.49 -1.38
O -0.38 -3.66 -2.56
*
```

---

Record 6
The following is a quantum chemistry calculation of a 2-piece molecular cluster, C6H7N3O2 overall in a non-equilibrium geometry, from OMol25.

## Properties
energy above the lowest of the compared OMol25 structures with the same formula, charge and spin: 72.2 kJ/mol
SMILES: [H]/N=C\Cc1cnc[nH]1.O=C=O
HOMO energy: -0.3308 hartree

ORCA input file:
```
! RIJCOSX wB97M-V def2-TZVPD def2/J DEFGRID3
* xyz 0 1
H -1.74 2.86 -0.31
N -2.34 2.52 0.36
C -1.74 1.75 1.35
C -0.27 1.50 1.41
C -0.08 0.05 0.91
C 0.52 -1.08 1.36
N 0.34 -2.12 0.48
C -0.28 -1.57 -0.56
N -0.64 -0.27 -0.32
H -2.37 1.35 2.05
H 0.15 1.57 2.46
H 0.33 2.20 0.85
H 0.84 -1.24 2.49
H -0.59 -2.23 -1.36
H -1.17 0.29 -1.09
O 3.48 -1.02 -2.73
C 3.02 -1.88 -3.36
O 2.55 -2.69 -3.99
*
```

---

Record 7
The following is a quantum chemistry calculation of C38H47BiN9O4S2Si as an isolated structure, from OMol25.

## Properties
energy above the lowest of the compared OMol25 structures with the same formula, charge and spin: 28.2 kJ/mol
HOMO energy: -0.1761 hartree

ORCA input file:
```
! RIJCOSX wB97M-V def2-TZVPD def2/J DEFGRID3
* xyz -1 1
Bi 0.42 0.61 -0.32
C -2.22 -2.73 -5.12
C -2.66 -2.29 -3.73
N -2.54 -0.86 -3.52
C -1.40 -0.27 -3.09
S -1.50 1.35 -2.54
N -0.30 -1.01 -3.23
N 0.78 -0.48 -2.62
C 1.95 -0.89 -2.97
C 2.18 -1.89 -4.07
C 3.11 -0.33 -2.25
C 4.41 -0.57 -2.69
C 5.47 0.01 -2.02
C 5.22 0.80 -0.91
C 3.90 0.97 -0.52
N 2.88 0.43 -1.17
H -2.38 -3.80 -5.25
H -2.79 -2.20 -5.89
H -1.16 -2.50 -5.26
H -3.71 -2.55 -3.58
H -2.08 -2.81 -2.97
H -3.37 -0.34 -3.28
H 1.22 -2.33 -4.35
H 2.62 -1.41 -4.95
H 2.86 -2.68 -3.74
H 4.58 -1.19 -3.56
H 6.49 -0.17 -2.36
H 6.02 1.25 -0.35
H 3.64 1.54 0.36
O 2.04 -0.35 4.12
C 1.95 0.85 4.72
C 1.99 0.89 6.12
C 1.89 2.10 6.78
C 1.73 3.28 6.07
C 1.70 3.25 4.69
C 1.82 2.04 3.99
C 1.77 2.03 2.50
O 1.76 0.89 1.91
N 1.78 3.21 1.91
N 1.63 3.08 0.56
C 2.01 4.08 -0.13
C 1.89 4.09 -1.60
C 2.40 5.16 -2.32
C 2.29 5.15 -3.70
C 1.66 4.07 -4.31
C 1.18 3.05 -3.50
N 1.29 3.05 -2.18
H 1.89 -0.16 3.15
H 2.09 -0.04 6.65
H 1.91 2.11 7.86
H 1.64 4.23 6.59
H 1.58 4.15 4.11
H 2.45 4.96 0.36
H 2.87 5.99 -1.81
H 2.67 5.97 -4.29
H 1.54 4.02 -5.38
H 0.65 2.20 -3.92
C -3.97 3.86 1.36
C -3.93 2.90 2.54
N -3.99 1.50 2.14
C -5.30 0.86 2.11
C -5.94 0.83 0.72
C -2.89 0.81 1.74
S -1.37 1.60 1.79
N -3.12 -0.47 1.44
C -2.40 -1.16 0.57
O -1.60 -0.74 -0.29
C -2.66 -2.65 0.56
C -3.75 -3.22 1.20
C -3.95 -4.59 1.15
C -3.05 -5.40 0.47
C -1.95 -4.83 -0.16
C -1.76 -3.46 -0.13
H -3.84 4.89 1.71
H -4.92 3.80 0.83
H -3.16 3.64 0.67
H -4.76 3.08 3.22
H -3.01 3.05 3.10
H -5.94 1.39 2.81
H -5.18 -0.16 2.47
H -6.10 1.84 0.34
H -6.90 0.32 0.76
H -5.28 0.30 0.03
H -4.43 -2.57 1.74
H -4.80 -5.03 1.65
H -3.20 -6.47 0.44
H -1.24 -5.46 -0.68
H -0.91 -2.98 -0.62
C 1.92 -4.00 -0.59
Si 1.93 -2.59 0.66
C 3.74 -2.08 0.85
C 1.33 -3.28 2.30
O 0.97 -1.41 0.13
H 2.64 -4.77 -0.33
H 2.16 -3.63 -1.59
H 0.93 -4.46 -0.65
H 4.31 -2.88 1.34
H 3.84 -1.18 1.45
H 4.20 -1.90 -0.12
H 1.85 -4.22 2.53
H 0.26 -3.49 2.24
H 1.50 -2.59 3.12
*
```

---

Record 8
The following is a quantum chemistry calculation of C14H33F2Hg2N2O10S2Ti2 as an isolated structure in a non-equilibrium geometry, from OMol25.

## Properties
HOMO energy (alpha / beta): -0.4505 / -0.4505 hartree

ORCA input file:
```
! RIJCOSX wB97M-V def2-TZVPD def2/J DEFGRID3
* xyz 2 8
Ti -0.55 2.49 5.28
Ti 2.18 1.15 4.52
Hg -1.23 2.20 1.95
Hg 1.46 2.55 -0.46
O 0.06 0.95 0.40
C 0.21 -0.39 0.86
C 0.47 -0.38 2.49
O 0.04 0.76 3.33
H 0.93 -1.01 0.33
H -0.78 -0.83 0.72
H 1.55 -0.42 2.62
H 0.35 -1.33 3.02
N 3.30 2.61 0.67
S 4.17 1.58 1.32
O 3.99 1.39 2.76
O 5.40 1.21 0.63
F 3.36 0.31 0.68
S 4.47 3.88 0.97
O 5.24 4.23 -0.24
O 4.97 4.08 2.30
F 3.39 5.10 0.88
N 1.50 -1.23 -5.35
C 0.62 -1.19 -4.32
C 1.32 -1.42 -3.22
C 2.64 -1.59 -3.49
C 2.76 -1.47 -4.90
H 1.19 -1.13 -6.30
H -0.41 -1.00 -4.58
H 0.81 -1.52 -2.27
H 3.52 -1.84 -2.92
H 3.63 -1.53 -5.52
C -0.56 3.77 -4.36
C 0.07 2.57 -3.51
O -0.16 2.67 -2.10
H -0.70 3.70 -5.43
H -0.06 4.74 -4.28
H -1.52 4.02 -3.89
H 1.12 2.49 -3.77
H -0.45 1.68 -3.89
H -1.06 2.40 -1.91
C 0.01 -4.63 5.84
C -0.22 -4.27 4.35
O 0.47 -4.97 3.37
H -0.62 -3.97 6.42
H 1.04 -4.49 6.18
H -0.33 -5.63 6.08
H 0.14 -3.26 4.13
H -1.27 -4.18 4.07
H 1.40 -4.97 3.63
C -3.62 0.38 -3.48
C -2.65 -0.15 -2.45
O -2.40 0.85 -1.41
H -3.16 1.22 -3.99
H -4.51 0.64 -2.91
H -3.72 -0.40 -4.24
H -1.69 -0.34 -2.94
H -2.99 -1.04 -1.93
H -1.62 0.58 -0.92
C -3.41 -1.50 2.26
C -3.86 -0.05 2.13
O -2.98 0.83 2.68
H -3.85 -2.18 1.54
H -3.60 -1.76 3.30
H -2.32 -1.57 2.21
H -4.88 0.14 2.46
H -3.79 0.06 1.05
H -2.84 0.43 3.55
*
```